Arrangement 1

This record from OMol25 describes 2 unconnected molecules or ions with the total composition C3H11NO. The level of theory is the ωB97M-V functional and the def2-TZVPD basis.

Structure (ORCA input):
```
! wB97M-V def2-TZVPD RIJCOSX def2/J DEFGRID3
* xyz 0 1
O -2.883 2.281 -3.203
N -0.198 0.631 1.085
C 0.862 -0.162 0.554
C 0.408 -1.433 -0.289
C 1.805 -0.808 1.675
H 1.494 0.663 0.184
H -0.308 1.464 0.509
H -0.308 -1.054 -1.022
H -3.597 2.134 -3.827
H -3.275 2.831 -2.520
H 2.803 -0.859 1.245
H 1.346 -1.704 2.061
H 1.913 -0.089 2.509
H -1.102 0.230 1.316
H 1.105 -2.119 -0.799
H -0.066 -2.002 0.521
*
```

Its HOMO-LUMO gap is 9.64 eV. The value obtained for the HOMO energy is -8.8 eV.

Arrangement 2

This record from OMol25 describes 2 unconnected molecules or ions with the total composition C3H11NO. The level of theory is the ωB97M-V functional and the def2-TZVPD basis.

Structure (ORCA input):
```
! wB97M-V def2-TZVPD RIJCOSX def2/J DEFGRID3
* xyz 0 1
O 1.257 -0.171 2.695
N -0.912 -1.059 0.900
C 0.305 0.861 -2.136
C 0.370 -0.221 -1.073
C -0.893 -0.112 -0.178
H 1.215 0.863 -2.759
H 0.215 1.843 -1.642
H 0.409 -1.204 -1.580
H -1.827 -1.097 1.363
H -1.811 -0.341 -0.753
H 1.560 -0.720 3.453
H 0.692 0.525 3.102
H -1.003 0.908 0.239
H -0.570 0.715 -2.792
H -0.266 -0.646 1.581
H 1.260 -0.144 -0.419
*
```

Its HOMO-LUMO gap is 9.47 eV. The value obtained for the HOMO energy is -8.8 eV.

Relative to the most stable structure, the computed energies are arrangement 1 0.533; arrangement 2 0.000, all in eV.

Arrangement 1

This record from OMol25 describes 2 unconnected molecules or ions with the total composition C3H11NO. The level of theory is the ωB97M-V functional and the def2-TZVPD basis.

Structure (ORCA input):
```
! wB97M-V def2-TZVPD RIJCOSX def2/J DEFGRID3
* xyz 0 1
O -0.379 0.322 0.366
N -1.881 -1.969 -1.136
C 1.922 0.025 -0.325
C -0.561 1.671 0.715
C 0.893 -0.186 0.755
H -1.613 1.854 0.940
H -0.289 2.316 -0.122
H -0.024 1.947 1.625
H 2.023 1.083 -0.569
H 1.163 0.288 1.701
H 0.786 -1.254 0.939
H 1.559 -0.391 -1.266
H -2.064 -1.830 -2.125
H 2.873 -0.415 -0.037
H -2.739 -2.373 -0.782
H -1.670 -1.087 -0.679
*
```

Its HOMO-LUMO gap is 10.65 eV. The value obtained for the HOMO energy is -9.6 eV.

Arrangement 2

This record from OMol25 describes 2 unconnected molecules or ions with the total composition C3H11NO. The level of theory is the ωB97M-V functional and the def2-TZVPD basis.

Structure (ORCA input):
```
! wB97M-V def2-TZVPD RIJCOSX def2/J DEFGRID3
* xyz 0 1
O 1.530 -0.324 -0.059
N -0.967 0.071 -0.275
C -1.496 0.620 0.967
C -1.450 -1.278 -0.566
C 2.361 0.792 -0.085
H 1.793 1.728 -0.057
H 3.032 0.819 0.790
H -1.138 1.634 1.135
H 0.535 -0.102 -0.117
H -1.182 -1.923 0.268
H -2.599 0.595 1.012
H -2.529 -1.291 -0.769
H 3.001 0.809 -0.982
H -1.177 0.001 1.807
H -1.175 0.701 -1.032
H -0.928 -1.647 -1.453
*
```

Its HOMO-LUMO gap is 9.97 eV. The value obtained for the HOMO energy is -9.0 eV.

Relative to the most stable structure, the computed energies are arrangement 1 0.000; arrangement 2 0.282, all in eV.

Arrangement 1

This record from OMol25 describes a molecular structure, C2H5BO. The level of theory is the ωB97M-V functional and the def2-TZVPD basis.

Structure (ORCA input):
```
! wB97M-V def2-TZVPD RIJCOSX def2/J DEFGRID3
* xyz 0 1
O -1.681 0.071 -0.510
C 1.254 -1.349 -0.911
C 1.490 -0.679 -1.861
B -1.959 0.387 0.599
H 1.170 -1.737 0.101
H -0.057 1.313 1.944
H 1.483 -0.386 -2.864
H -2.256 0.598 1.746
H 0.554 1.782 1.755
*
```

Its HOMO-LUMO gap is 11.25 eV. The value obtained for the HOMO energy is -10.4 eV.

Arrangement 2

This record from OMol25 describes C2H5BO in the gas phase. The level of theory is the ωB97M-V functional and the def2-TZVPD basis.

Structure (ORCA input):
```
! wB97M-V def2-TZVPD RIJCOSX def2/J DEFGRID3
* xyz 0 1
O -0.571 0.403 -0.187
C 0.563 -0.274 -0.099
C 1.697 0.294 0.140
B -1.835 0.034 0.186
H -2.582 0.922 0.096
H 2.548 -0.277 -0.012
H 0.608 -1.367 -0.392
H -2.309 -1.047 0.210
H 1.880 1.312 0.057
*
```

Its HOMO-LUMO gap is 10.44 eV. The value obtained for the HOMO energy is -9.8 eV.

Arrangement 3

This record from OMol25 describes C2H5BO in the gas phase. The level of theory is the ωB97M-V functional and the def2-TZVPD basis.

Structure (ORCA input):
```
! wB97M-V def2-TZVPD RIJCOSX def2/J DEFGRID3
* xyz 0 1
O 0.730 0.452 0.079
C -0.427 0.992 0.002
C -1.558 -0.023 -0.016
B 2.002 -0.110 -0.069
H 2.336 -0.399 1.017
H -2.605 0.278 -0.307
H -1.605 -0.974 -0.670
H -1.358 -0.219 1.081
H 2.485 0.002 -1.117
*
```

Its HOMO-LUMO gap is 8.87 eV. The value obtained for the HOMO energy is -8.3 eV.

Relative to the most stable structure, the computed energies are arrangement 1 1.682; arrangement 2 0.000; arrangement 3 2.416, all in eV.

Arrangement 1

This record from OMol25 describes a gas-phase ion, C3H5O2S2 (charge -1). The level of theory is the ωB97M-V functional and the def2-TZVPD basis.

Structure (ORCA input):
```
! wB97M-V def2-TZVPD RIJCOSX def2/J DEFGRID3
* xyz -1 1
S -0.559 2.543 0.329
S -1.799 0.861 0.194
O 2.752 -1.447 -0.381
O 1.047 -2.906 -0.354
C 0.546 -0.607 -0.413
C -0.832 -0.738 0.217
C 1.575 -1.803 -0.324
H -0.727 -1.321 1.111
H -1.382 -1.346 -0.614
H 0.015 2.302 1.605
H 1.197 0.125 0.067
H 0.513 -0.520 -1.531
*
```

Its HOMO-LUMO gap is 6.89 eV. The value obtained for the HOMO energy is -4.0 eV.

Arrangement 2

This record from OMol25 describes 2 unconnected molecules or ions with the total composition C3H5O2S2. The level of theory is the ωB97M-V functional and the def2-TZVPD basis.

Structure (ORCA input):
```
! wB97M-V def2-TZVPD RIJCOSX def2/J DEFGRID3
* xyz -1 1
S 0.536 1.679 -0.221
S 0.608 2.370 1.722
O -0.035 -3.185 -1.510
O -1.369 -2.481 0.180
C -0.322 -0.838 -1.152
C 0.011 -0.055 0.095
C -0.601 -2.339 -0.805
H 0.845 -0.527 0.610
H 0.494 -0.717 -1.921
H -1.393 1.935 -0.742
H -0.822 -0.006 0.810
H -1.255 -0.482 -1.639
*
```

Its HOMO-LUMO gap is 6.02 eV. The value obtained for the HOMO energy is -4.6 eV.

Relative to the most stable structure, the computed energies are arrangement 1 0.000; arrangement 2 1.828, all in eV.

Arrangement 1

This record from OMol25 describes a gas-phase ion, C6H12N3O2 (charge +1). The level of theory is the ωB97M-V functional and the def2-TZVPD basis.

Structure (ORCA input):
```
! wB97M-V def2-TZVPD RIJCOSX def2/J DEFGRID3
* xyz 1 1
O 3.045 -1.045 1.016
O 1.661 -1.230 -0.828
N -1.724 0.162 -2.683
N -0.613 -2.188 -0.098
N 2.004 -0.548 0.219
C -1.170 -0.798 -0.451
C -0.602 1.524 0.417
C -1.058 0.103 0.810
C 0.713 1.510 -0.442
C 1.560 0.640 0.454
C -1.224 -0.313 -1.695
H -1.296 0.617 -3.442
H 0.650 1.074 -1.468
H -1.951 0.009 1.417
H 3.721 -1.682 0.562
H -0.902 -2.400 0.927
H 1.125 2.460 -0.384
H -1.400 2.106 0.030
H -0.291 -0.318 1.315
H 0.608 -2.070 -0.387
H -0.304 2.017 1.355
H -1.082 -2.782 -0.682
H 1.809 1.295 1.299
*
```

Its HOMO-LUMO gap is 9.21 eV. The value obtained for the HOMO energy is -12.6 eV.

Arrangement 2

This record from OMol25 describes a molecular structure, C6H12N3O2. The level of theory is the ωB97M-V functional and the def2-TZVPD basis.

Structure (ORCA input):
```
! wB97M-V def2-TZVPD RIJCOSX def2/J DEFGRID3
* xyz 1 1
O 0.191 -1.840 -1.675
O -1.815 -2.311 -1.213
N 2.157 -0.841 -0.197
N 0.265 1.596 -1.914
N -0.967 -1.517 -1.318
C 1.179 0.152 0.403
C 0.096 0.542 -1.146
C -1.872 0.100 0.295
C -1.237 -0.122 -1.077
C -0.873 0.308 1.518
C 0.344 -0.638 1.336
H -2.627 0.983 0.132
H 2.710 -1.254 0.529
H 2.792 -0.339 -0.789
H -0.514 2.076 -2.267
H 0.062 -1.653 1.093
H -2.569 -0.792 0.457
H 1.059 -0.805 2.257
H -1.546 0.208 2.519
H 1.635 -1.439 -0.907
H -0.422 1.316 1.467
H -1.927 0.220 -1.822
H 1.035 2.115 -1.682
*
```

Its HOMO-LUMO gap (alpha / beta) is 7.70 / 7.70 eV. The value obtained for the HOMO energy (alpha / beta) is -12.1 / -12.1 eV.

Relative to the most stable structure, the computed energies are arrangement 1 0.000; arrangement 2 0.865, all in eV.

Arrangement 1

This record from OMol25 describes 2 unconnected molecules or ions with the total composition C5H11O2. The level of theory is the ωB97M-V functional and the def2-TZVPD basis.

Structure (ORCA input):
```
! wB97M-V def2-TZVPD RIJCOSX def2/J DEFGRID3
* xyz 0 2
O 1.221 -0.752 1.228
O -0.555 -1.175 -0.017
C -1.952 0.805 1.419
C 1.453 0.591 -1.922
C -0.758 0.172 2.053
C 0.007 -0.711 0.999
C 0.751 0.602 -3.169
H 0.434 1.538 -3.550
H -0.098 0.024 -3.202
H 0.860 0.317 -0.948
H -0.132 0.662 2.681
H -1.933 1.431 0.614
H -2.660 1.531 2.085
H 1.145 0.143 -4.041
H 2.195 -0.062 -1.986
H 1.721 1.681 -1.774
H -2.739 0.010 1.320
H -1.131 -0.602 2.843
*
```

Its expectation value of S² is 0.755. Its HOMO-LUMO gap (alpha / beta) is 11.29 / 7.02 eV. The value obtained for the HOMO energy (alpha / beta) is -10.5 / -10.4 eV.

Arrangement 2

This record from OMol25 describes 2 unconnected molecules or ions with the total composition C5H11O2. The level of theory is the ωB97M-V functional and the def2-TZVPD basis.

Structure (ORCA input):
```
! wB97M-V def2-TZVPD RIJCOSX def2/J DEFGRID3
* xyz 0 2
O -1.536 0.644 -2.160
O -0.178 -1.103 -1.651
C -1.269 -0.435 -1.711
C -2.373 -1.341 -1.049
C 1.602 0.373 1.424
C 2.082 1.804 1.286
C 1.350 -0.072 2.865
H 0.298 -0.021 3.106
H -2.141 -2.398 -1.169
H 0.678 0.181 0.890
H 3.144 1.886 1.545
H -2.502 -1.054 -0.005
H 1.993 2.159 0.259
H 2.280 -0.319 0.941
H 1.893 0.580 3.560
H 1.522 2.488 1.935
H -3.268 -1.070 -1.617
H 1.715 -1.080 3.023
*
```

Its expectation value of S² is 0.755. Its HOMO-LUMO gap (alpha / beta) is 11.64 / 7.67 eV. The value obtained for the HOMO energy (alpha / beta) is -10.9 / -10.8 eV.

Arrangement 3

This record from OMol25 describes 2 unconnected molecules or ions with the total composition C5H11O2. The level of theory is the ωB97M-V functional and the def2-TZVPD basis.

Structure (ORCA input):
```
! wB97M-V def2-TZVPD RIJCOSX def2/J DEFGRID3
* xyz 0 2
O -0.433 -1.268 -2.007
O -0.532 -4.039 -2.095
C 1.073 1.695 2.482
C -0.228 0.918 -0.869
C 0.556 0.863 1.552
C -0.530 1.356 0.611
C -0.154 -0.639 -0.881
H 0.974 2.768 2.396
H -0.608 2.435 0.732
H -0.593 -3.076 -1.915
H 0.835 -0.869 -0.410
H -1.496 0.965 0.953
H 0.807 1.241 -1.084
H 1.738 1.204 3.188
H 0.396 -0.163 1.890
H -0.727 -0.954 0.007
H -0.187 -3.886 -3.000
H -0.891 1.449 -1.552
*
```

Its expectation value of S² is 0.755. Its HOMO-LUMO gap (alpha / beta) is 10.88 / 7.77 eV. The value obtained for the HOMO energy (alpha / beta) is -10.1 / -10.0 eV.

Relative to the most stable structure, the computed energies are arrangement 1 2.100; arrangement 2 0.000; arrangement 3 1.662, all in eV.